i.
Computed, not measured: an isolated ion of composition C2H8N and charge +1, with ωB97M-V/def2-TZVPD.

Output
**Lowest unoccupied orbital energy**: -3.77 eV
**SMILES**: C[NH2+]C

Structure (ORCA input):
```
! wB97M-V def2-TZVPD RIJCOSX def2/J DEFGRID3
* xyz 1 1
N 0.519 0.207 0.200
C 0.389 -1.037 -0.649
C -0.791 0.882 0.490
H -0.213 -1.751 -0.091
H -1.576 0.138 0.404
H -0.968 1.643 -0.269
H -0.109 -0.750 -1.569
H 1.386 -1.429 -0.835
H 0.965 -0.048 1.081
H -0.770 1.292 1.491
H 1.169 0.854 -0.252
*
```

---

ii.
Computed, not measured: an isolated ion of composition C2H8N and charge +1, with ωB97M-V/def2-TZVPD.

Output
**Lowest unoccupied orbital energy**: -3.93 eV
**SMILES**: CC[NH3+]

Structure (ORCA input):
```
! wB97M-V def2-TZVPD RIJCOSX def2/J DEFGRID3
* xyz 1 1
N -0.481 0.789 0.953
C 0.150 -0.352 -1.110
C 0.245 -0.405 0.406
H 1.012 -1.341 -1.264
H 0.387 0.406 -1.834
H -0.825 -0.756 -1.288
H -0.243 -1.399 0.622
H 0.284 1.359 0.609
H 1.350 -0.440 0.704
H -1.229 1.013 0.303
H -0.651 1.127 1.898
*
```

---

Q: Which of them is the most stable? A: i.

---

i.
Computed, not measured: a 2-piece molecular cluster, C5H5BrO overall, with ωB97M-V/def2-TZVPD.

Output
**Lowest unoccupied orbital energy**: -3.21 eV

Structure (ORCA input):
```
! wB97M-V def2-TZVPD RIJCOSX def2/J DEFGRID3
* xyz 0 1
Br -1.475 -2.606 -2.878
O -0.402 -0.279 1.909
C -0.176 0.595 -0.298
C -1.287 0.154 -0.881
C 1.795 0.403 1.314
C 0.346 0.197 1.075
C -2.330 -0.357 -1.353
H 0.482 1.245 -1.069
H 2.139 1.388 0.679
H 2.245 -0.474 0.893
H 1.980 0.463 2.353
H -3.317 -0.728 -1.745
*
```

---

ii.
Computed, not measured: a 2-piece molecular cluster, C5H5BrO overall, with ωB97M-V/def2-TZVPD.

Output
**Lowest unoccupied orbital energy (spin up / spin down)**: -3.56 / -3.56 eV

Structure (ORCA input):
```
! wB97M-V def2-TZVPD RIJCOSX def2/J DEFGRID3
* xyz 0 1
Br -4.759 0.283 -0.172
O 0.196 -1.284 -1.610
C -2.818 -1.924 0.649
C -0.584 -0.598 0.551
C -1.825 -1.203 0.630
C 0.277 -0.556 -0.656
C 1.120 0.684 -0.608
H 1.746 0.771 0.199
H 1.852 0.842 -1.374
H -3.320 -2.793 0.953
H -0.312 -0.151 1.546
H 0.445 1.436 -0.826
*
```

---

Q: Which of them is the most stable? A: i.

---

i.
Computed, not measured: a 2-piece molecular cluster, C3H2NO3 overall, with ωB97M-V/def2-TZVPD.

Output
**Lowest unoccupied orbital energy**: 4.03 eV

Structure (ORCA input):
```
! wB97M-V def2-TZVPD RIJCOSX def2/J DEFGRID3
* xyz -1 1
O -2.071 -0.849 -1.009
O -0.670 -0.074 0.910
O -2.563 1.203 -0.006
N 1.145 -0.052 -0.713
C -2.211 0.182 -0.418
C 1.782 0.492 0.606
C 0.516 0.110 0.598
H 2.724 0.076 0.808
H 1.348 -1.087 -0.777
*
```

---

ii.
Computed, not measured: an isolated ion of composition C3H2NO3 and charge -1, with ωB97M-V/def2-TZVPD.

Output
**Lowest unoccupied orbital energy**: 4.15 eV
**SMILES**: O=C=C=C([O-])NO

Structure (ORCA input):
```
! wB97M-V def2-TZVPD RIJCOSX def2/J DEFGRID3
* xyz -1 1
O 0.507 -2.009 -1.364
O -0.332 0.873 0.453
O 1.432 -2.731 2.947
N -0.452 -0.127 -0.553
C 0.331 -1.237 -0.405
C 0.778 -1.467 0.941
C 1.181 -2.177 1.892
H -0.685 0.372 -1.405
H 0.402 0.422 1.149
*
```

---

iii.
Computed, not measured: C3H2NO3 as an isolated structure, with ωB97M-V/def2-TZVPD.

Output
**Lowest unoccupied orbital energy**: 4.26 eV

Structure (ORCA input):
```
! wB97M-V def2-TZVPD RIJCOSX def2/J DEFGRID3
* xyz -1 1
O -1.025 2.741 -0.542
O 0.722 -0.455 -0.545
O -0.107 0.746 -2.735
N 0.375 1.432 0.654
C 0.863 0.214 0.527
C -0.369 1.736 -0.411
C -0.465 0.674 -1.577
H 1.458 -0.183 1.523
H -1.536 -0.068 -1.160
*
```

---

Q: Which of them is the most stable? A: iii.

---

i.
Computed, not measured: an isolated ion of composition C5H5N2O2S and charge -1, with ωB97M-V/def2-TZVPD.

Output
**Lowest unoccupied orbital energy**: 3.44 eV
**SMILES**: O=C([O-])[C@H](S)n1ccnc1

Structure (ORCA input):
```
! wB97M-V def2-TZVPD RIJCOSX def2/J DEFGRID3
* xyz -1 1
S 1.402 2.190 -0.138
O 1.315 0.691 -2.552
O -0.576 -0.505 -2.391
N -0.315 0.021 0.406
N -1.198 -0.995 2.161
C -1.245 0.056 1.387
C -0.099 0.972 -0.607
C 0.268 0.304 -2.027
C 0.376 -1.144 0.580
C -0.184 -1.755 1.662
H -0.962 1.633 -0.696
H 1.905 1.786 -1.327
H 0.073 -2.693 2.116
H 1.174 -1.430 -0.074
H -1.935 0.871 1.499
*
```

---

ii.
Computed, not measured: an isolated ion of composition C5H5N2O2S and charge -1, with ωB97M-V/def2-TZVPD.

Output
**Lowest unoccupied orbital energy (spin up / spin down)**: 2.38 / 2.38 eV
**SMILES**: O=N[C@@H]1C=CC(=S)N([O-])C1

Structure (ORCA input):
```
! wB97M-V def2-TZVPD RIJCOSX def2/J DEFGRID3
* xyz -1 1
S -3.280 -0.657 0.387
O 3.275 0.422 0.570
O -1.815 2.033 0.377
N -1.230 0.908 0.008
N 2.367 0.028 -0.195
C 1.042 0.063 0.375
C 0.461 -1.272 0.100
C -1.729 -0.320 0.017
C 0.146 1.052 -0.306
C -0.788 -1.379 -0.275
H -1.198 -2.330 -0.706
H 0.221 2.147 0.037
H 1.270 -1.951 -0.441
H 1.011 0.286 1.466
H 0.245 0.971 -1.414
*
```

---

Q: Which of them is the most stable? A: i.

---

i.
Computed, not measured: a 2-piece molecular cluster, C3H6NP overall, with ωB97M-V/def2-TZVPD.

Output
**Lowest unoccupied orbital energy**: -0.32 eV

Structure (ORCA input):
```
! wB97M-V def2-TZVPD RIJCOSX def2/J DEFGRID3
* xyz 0 1
P -0.592 2.323 -2.606
N 0.313 1.204 -2.064
C 1.058 0.366 -1.468
C -0.670 -0.895 0.793
C -0.485 -0.457 2.030
H -1.068 -1.895 0.722
H -0.513 -1.126 2.913
H -0.576 -0.183 -0.032
H 1.354 -0.440 -2.079
H 1.309 0.554 -0.458
H -0.131 0.548 2.248
*
```

---

ii.
Computed, not measured: a 2-piece molecular cluster, C3H6NP overall, with ωB97M-V/def2-TZVPD.

Output
**Lowest unoccupied orbital energy**: -0.60 eV

Structure (ORCA input):
```
! wB97M-V def2-TZVPD RIJCOSX def2/J DEFGRID3
* xyz 0 1
P -1.877 0.783 0.117
N -1.440 -0.727 -0.279
C 1.406 -0.072 0.053
C -0.298 -1.264 0.080
C 1.251 1.233 -0.049
H 2.116 -0.800 0.485
H -0.211 -2.134 -0.540
H 1.930 2.165 0.012
H -2.992 0.671 -0.700
H 0.275 1.653 -0.290
H -0.160 -1.509 1.111
*
```

---

Q: Which of them is the most stable? A: i.

---

i.
Computed, not measured: C2H4ClI as an isolated structure, with ωB97M-V/def2-TZVPD.

Output
**Lowest unoccupied orbital energy (spin up / spin down)**: -0.61 / -0.23 eV

Structure (ORCA input):
```
! wB97M-V def2-TZVPD RIJCOSX def2/J DEFGRID3
* xyz 0 1
I -2.384 -0.442 -0.037
Cl -0.660 2.084 0.000
C -0.514 0.427 -0.001
C 0.674 -0.362 -0.548
H 0.246 0.085 2.384
H 1.625 0.138 -0.266
H 0.442 -0.554 -1.513
H 0.572 -1.375 -0.020
*
```

---

ii.
Computed, not measured: one molecule with the formula C2H4ClI, with ωB97M-V/def2-TZVPD.

Output
**Lowest unoccupied orbital energy**: 0.43 eV
**SMILES**: C[C@@H](Cl)I

Structure (ORCA input):
```
! wB97M-V def2-TZVPD RIJCOSX def2/J DEFGRID3
* xyz 0 1
I 0.193 -0.932 2.133
Cl -2.254 -0.115 0.135
C 0.531 -0.077 -0.803
C -0.572 0.224 0.588
H 0.679 -1.111 -0.904
H -0.328 1.168 0.946
H 1.551 0.439 -0.422
H 0.199 0.404 -1.673
*
```

---

Q: Which of them is the most stable? A: ii.